[1]
6
Properties=species:S:1:pos:R:3:nbo_charge:R:1 method="wB97M-V/def2-TZVPD" total_charge=-3 orbital_gap_ev=6.76 e_homo_ev=1.9 spin_multiplicity=1
Mg 27.33 23.80 7.45 1.764
F 27.99 23.72 5.61 -0.955
Cl 25.07 24.83 6.03 -0.974
Cl 27.40 25.65 8.96 -0.936
Cl 29.75 22.87 8.12 -0.963
Cl 26.09 22.11 8.56 -0.935

---

[2]
20
Properties=species:S:1:pos:R:3:nbo_charge:R:1 method="wB97M-V/def2-TZVPD" orbital_gap_ev=7.40 e_homo_ev=-7.3 spin_multiplicity=1
C -1.38 -0.49 -1.57 -0.319
C -1.11 0.69 -2.15 -0.093
C -1.12 -1.15 -0.30 -0.304
C -0.37 1.91 -1.80 -0.495
C -0.36 -0.71 0.68 0.489
C 0.14 2.13 -0.59 0.687
C 1.50 -1.66 1.71 -0.597
C 0.23 -0.93 1.99 -0.545
O 0.14 1.17 0.43 -0.727
O 0.76 3.29 -0.24 -0.649
H -2.08 -1.05 -2.20 0.205
H -1.39 0.71 -3.17 0.203
H -1.53 -2.22 -0.23 0.262
H 0.03 2.59 -2.61 0.226
H 2.10 -1.14 0.97 0.230
H 1.30 -2.47 0.94 0.201
H 1.92 -2.19 2.49 0.218
H 0.51 0.03 2.47 0.279
H -0.32 -1.66 2.54 0.249
H 1.03 3.16 0.61 0.482

---

[3]
15
Properties=species:S:1:pos:R:3:nbo_charge:R:1 method="wB97M-V/def2-TZVPD" total_charge=+1 orbital_gap_ev=4.95 e_homo_ev=-11.8 spin_multiplicity=1
C -1.02 2.66 1.13 -0.375
C 0.26 1.89 0.85 -0.184
C 0.09 0.68 -0.29 -0.673
S 1.56 -0.48 -0.36 0.840
F 2.46 -0.09 -1.80 -0.387
P 0.77 -2.48 -0.69 1.249
O -0.76 -2.40 -1.52 -0.926
O 0.57 -3.32 0.83 -0.942
H -1.74 2.24 1.98 0.250
H -1.29 3.60 0.47 0.249
H 1.27 2.08 1.41 0.253
H -0.88 0.08 0.06 0.283
H -0.06 1.19 -1.34 0.321
H -1.24 -1.53 -1.37 0.503
H 0.00 -4.14 0.64 0.539

---

[4]
100
Properties=species:S:1:pos:R:3:mulliken_spin:R:1 method="wB97M-V/def2-TZVPD" total_charge=+1 orbital_gap_ev="6.92 / 4.05" e_homo_ev="-11.2 / -11.2" spin_multiplicity=2 s_squared=0.76
Cu 2.51 2.67 2.21 0.195
C 1.05 0.25 -1.04 0.005
C 1.50 1.18 0.08 -0.041
O 1.85 2.32 -0.06 0.214
O 1.61 0.72 1.26 0.600
H 0.69 0.83 -1.89 0.006
H 0.28 -0.46 -0.74 0.005
H 1.90 -0.40 -1.21 0.002
C 1.19 -5.46 -3.76 0.000
C 0.14 -5.10 -2.59 0.000
C -0.98 -4.27 -3.15 0.000
O -0.46 -3.22 -4.02 0.000
C -0.25 -1.98 -3.39 0.000
N -0.38 -6.39 -1.98 0.000
H 1.55 -4.51 -4.17 0.000
H 0.79 -6.03 -4.61 0.000
H 2.07 -5.98 -3.40 0.000
H 0.67 -4.51 -1.85 0.000
H -1.57 -3.86 -2.33 0.000
H -1.68 -4.84 -3.76 0.000
H -1.11 -1.76 -2.76 0.000
H -0.13 -1.13 -4.05 0.000
H 0.55 -2.07 -2.66 0.000
H -0.76 -6.20 -1.07 0.000
H -1.26 -6.53 -2.46 0.000
C -3.09 -0.34 1.87 0.000
C -2.16 -0.71 0.74 0.001
C -2.78 -0.42 -0.69 0.000
S -4.50 0.18 -0.40 0.000
O -5.41 -0.58 -1.19 0.000
O -4.53 1.65 -0.47 0.000
C -4.53 -0.46 1.34 0.000
H -2.96 0.72 2.11 0.000
H -2.92 -0.95 2.76 0.000
H -1.84 -1.75 0.76 0.000
H -1.29 -0.07 0.85 -0.001
H -2.93 -1.35 -1.25 0.000
H -2.33 0.33 -1.34 0.000
H -4.71 -1.52 1.16 0.000
H -5.33 -0.01 1.94 0.000
C -2.25 5.11 0.54 0.000
C -1.45 6.12 1.40 0.000
C -1.18 5.59 2.80 0.000
S -0.92 3.75 2.41 0.002
O -1.86 2.86 3.15 0.000
O 0.52 3.42 2.35 0.015
C -1.52 3.77 0.70 -0.001
H -2.35 5.40 -0.51 0.000
H -3.25 5.08 0.98 0.000
H -2.01 7.05 1.41 0.000
H -0.50 6.30 0.88 0.000
H -2.13 5.57 3.34 0.000
H -0.39 5.95 3.45 0.000
H -2.22 2.94 0.60 0.001
H -0.63 3.64 0.08 -0.002
C 3.87 -2.65 -0.53 -0.001
C 4.32 -1.87 0.74 0.003
C 4.81 -2.80 1.77 0.000
S 3.46 -4.15 1.73 0.000
O 2.43 -3.85 2.68 0.000
O 4.07 -5.47 1.62 0.000
C 2.79 -3.50 0.20 0.000
H 4.67 -3.22 -1.01 0.000
H 3.55 -2.00 -1.34 0.000
H 3.63 -1.10 1.08 -0.012
H 5.17 -1.24 0.51 0.000
H 4.97 -2.52 2.82 0.000
H 5.75 -3.23 1.44 0.000
H 1.94 -2.84 0.40 -0.001
H 2.61 -4.39 -0.41 0.000
C -0.99 5.00 -4.64 0.000
C 0.41 4.70 -4.08 0.000
C 0.17 3.50 -3.18 0.002
S -0.75 2.29 -4.23 -0.001
O -1.64 1.50 -3.36 0.000
O 0.29 1.64 -5.02 0.000
C -1.54 3.64 -5.26 0.000
H -0.90 5.64 -5.52 0.000
H -1.75 5.47 -4.03 0.000
H 0.85 5.57 -3.58 0.000
H 1.14 4.51 -4.86 0.000
H -0.62 3.72 -2.46 0.000
H 1.04 3.01 -2.74 0.002
H -2.62 3.46 -5.21 0.000
H -1.33 3.56 -6.33 0.000
C -0.08 -1.70 4.86 0.000
C 1.38 -2.07 5.15 0.000
C 2.22 -0.96 4.50 -0.006
S 1.39 0.57 5.07 0.003
O 1.49 1.60 4.06 0.009
O 1.95 0.76 6.42 0.001
C -0.29 -0.21 5.21 0.000
H -0.74 -2.34 5.44 0.000
H -0.29 -1.83 3.80 0.000
H 1.59 -3.08 4.81 0.000
H 1.46 -2.14 6.23 0.000
H 2.03 -0.95 3.42 0.002
H 3.28 -0.96 4.73 0.000
H -0.78 0.38 4.44 0.001
H -0.69 0.02 6.20 0.000

---

Which max |F| belongs to each record? In order, 0.0274 0.0936 0.1007 0.0963 hartree/bohr.